Formula: C2H4BrOP
Source: the Open Molecules 2025 dataset
Level of theory: ωB97M-V/def2-TZVPD

Atoms and positions in Å:
C -0.961890 -0.508424 0.533839
C 0.370445 -0.217918 -0.112087
O 2.318449 1.764939 -0.023310
P 0.892335 1.735645 -0.147668
Br 0.200729 0.024425 -2.135978
H -1.769442 -0.849543 -0.116056
H -1.310362 0.386389 0.951290
H -0.678094 -1.280996 1.218056
H 0.937831 -1.054516 -0.168087

Force components x, y, z for each atom (eV/Å):
0.61 -0.49 -1.32
-2.32 3.61 -1.53
2.70 0.59 0.16
-2.32 -2.39 0.12
-0.24 0.18 -0.02
0.34 -0.29 -0.13
-0.71 1.10 1.26
-0.59 -0.30 1.00
2.52 -2.02 0.46

Calculated values
Energy relative to the best compared isomer or geometry (same formula, charge and spin) = 22.6 kcal/mol
Multiplicity = 1
Largest force on an atom = 4.56 eV/Å
Kohn-Sham gap = 0.3429 Ha
Total energy = -83516.5772 eV
Net charge = 0